Entry 1:
This record from the Open Molecules 2025 dataset describes a structure of composition C38H54CoGeN3PS. The level of theory is the ωB97M-V functional and the def2-TZVPD basis.

Results
* DFT total energy: -159017.518 eV
* lowest unoccupied orbital energy (alpha / beta): 0.00 / -0.01 eV
* HOMO-LUMO gap (alpha / beta): 5.8 / 6.5 eV
* 2S+1: 4
* HOMO level (alpha / beta): -5.82 / -6.55 eV
* energy above the lowest of the compared OMol25 structures with the same formula, charge and spin: 23.0 kJ/mol

Each line ends with the Löwdin spin population.
CARTESIAN COORDINATES (ANGSTROEM)
1 Co -0.635 -1.633 -1.165  2.09
2 N -2.389 -3.178 -1.013  0.04
3 N -2.231 -4.393 -1.686  0.01
4 C -1.086 -4.602 -2.384  0.01
5 N -0.915 -5.878 -2.794  0.01
6 S 0.019 -3.406 -2.739  0.02
7 H -2.564 -3.316 -0.027  0.00
8 H -3.143 -2.631 -1.414  0.01
9 H -2.708 -5.199 -1.311  0.00
10 H -1.699 -6.510 -2.821  0.00
11 H -0.190 -6.029 -3.474  0.00
12 C 5.526 -2.943 -0.362  0.00
13 C 4.955 -2.568 -1.741  0.00
14 C 3.446 -2.280 -1.671  0.00
15 C 3.099 -1.631 -0.325  0.02
16 C 3.275 -2.700 0.769  0.00
17 C 4.461 -3.645 0.477  0.00
18 P 1.398 -0.908 -0.298  0.02
19 C 1.551 0.670 -1.268  0.00
20 C 2.850 1.503 -1.156  0.00
21 C 3.719 1.381 -2.406  0.00
22 C 2.992 1.929 -3.641  0.00
23 C 1.486 1.586 -3.640  0.00
24 C 1.179 0.390 -2.742  0.01
25 C 1.178 -0.304 1.445  0.01
26 C 2.343 0.486 2.084  0.00
27 C 2.265 0.471 3.620  0.00
28 C 0.809 0.519 4.074  0.00
29 C 0.069 -0.771 3.667  0.00
30 C 0.675 -1.401 2.401  0.00
31 H 5.857 -2.044 0.165  0.00
32 H 6.407 -3.576 -0.476  0.00
33 H 5.138 -3.378 -2.452  0.00
34 H 5.475 -1.688 -2.128  0.00
35 H 2.876 -3.211 -1.756  0.00
36 H 3.146 -1.668 -2.520  0.00
37 H 3.805 -0.814 -0.144  0.00
38 H 2.355 -3.290 0.845  0.00
39 H 3.418 -2.218 1.737  0.00
40 H 4.112 -4.528 -0.067  0.00
41 H 4.884 -4.008 1.415  0.00
42 H 0.734 1.260 -0.850  0.00
43 H 3.424 1.228 -0.272  0.00
44 H 2.577 2.556 -1.019  0.00
45 H 3.984 0.330 -2.564  0.00
46 H 4.661 1.916 -2.264  0.00
47 H 3.470 1.543 -4.545  0.00
48 H 3.112 3.016 -3.670  0.00
49 H 1.142 1.389 -4.657  0.00
50 H 0.917 2.440 -3.276  0.00
51 H 1.714 -0.485 -3.124  0.00
52 H 0.114 0.141 -2.797  0.01
53 H 0.333 0.375 1.297  0.01
54 H 2.289 1.524 1.741  0.00
55 H 3.316 0.105 1.765  0.00
56 H 2.831 1.313 4.027  0.00
57 H 2.733 -0.438 4.014  0.00
58 H 0.326 1.386 3.606  0.00
59 H 0.738 0.672 5.153  0.00
60 H -0.985 -0.546 3.494  0.00
61 H 0.109 -1.494 4.486  0.00
62 H -0.070 -2.018 1.896  0.00
63 H 1.500 -2.061 2.675  0.00
64 C -1.807 -0.437 -0.160  0.52
65 Ge -2.627 1.215 0.345  0.10
66 C -1.449 2.783 0.113  0.01
67 C -0.896 3.533 1.156  0.00
68 C -0.085 4.637 0.909  0.00
69 C 0.176 5.031 -0.394  0.00
70 C -0.359 4.299 -1.447  0.00
71 C -1.146 3.182 -1.194  0.00
72 C -3.304 0.969 2.198  0.01
73 C -3.066 1.747 3.334  0.00
74 C -3.543 1.373 4.589  0.00
75 C -4.289 0.216 4.737  0.00
76 C -4.568 -0.561 3.618  0.00
77 C -4.079 -0.187 2.374  0.00
78 C -4.246 1.671 -0.700  0.02
79 C -5.438 2.054 -0.082  0.00
80 C -6.562 2.391 -0.832  0.00
81 C -6.515 2.349 -2.219  0.00
82 C -5.339 1.966 -2.854  0.00
83 C -4.222 1.629 -2.099  0.01
84 H -2.205 -1.118 0.621  0.04
85 H -1.075 3.254 2.183  0.00
86 H 0.332 5.195 1.738  0.00
87 H 0.794 5.899 -0.591  0.00
88 H -0.161 4.603 -2.468  0.00
89 H -1.546 2.619 -2.034  0.00
90 H -2.507 2.668 3.264  0.00
91 H -3.332 1.997 5.450  0.00
92 H -4.660 -0.075 5.713  0.00
93 H -5.168 -1.459 3.717  0.00
94 H -4.309 -0.807 1.510  0.00
95 H -5.495 2.099 1.001  0.00
96 H -7.476 2.687 -0.331  0.00
97 H -7.388 2.613 -2.804  0.00
98 H -5.295 1.925 -3.936  0.00
99 H -3.321 1.303 -2.613  0.00

=====

Entry 2:
This record from the Open Molecules 2025 dataset describes a structure of composition C38H54F3N4O8SbV. The level of theory is the ωB97M-V functional and the def2-TZVPD basis.

Results
* DFT total energy: -103002.154 eV
* lowest unoccupied orbital energy (alpha / beta): 0.09 / 0.09 eV
* HOMO-LUMO gap (alpha / beta): 6.3 / 8.0 eV
* 2S+1: 4
* HOMO level (alpha / beta): -6.24 / -7.89 eV
* energy above the lowest of the compared OMol25 structures with the same formula, charge and spin: 33.6 kJ/mol

Each line ends with the Löwdin spin population.
CARTESIAN COORDINATES (ANGSTROEM)
1 V -0.580 -0.423 -0.375  2.69
2 C -4.237 3.226 1.314  0.00
3 N -3.664 2.377 0.279  0.01
4 C -3.782 2.863 -1.089  0.00
5 C -2.723 1.463 0.572  0.02
6 O -2.061 0.910 -0.306  0.01
7 C -2.483 1.119 2.044  0.00
8 O -1.332 0.344 2.198  0.03
9 C -1.441 -0.929 2.788  0.00
10 C -1.986 -1.964 1.803  0.00
11 O -2.373 -1.587 0.688  0.02
12 N -2.015 -3.243 2.177  0.00
13 C -1.530 -3.718 3.460  0.00
14 C -2.300 -4.257 1.176  0.00
15 H -5.034 3.813 0.864  0.00
16 H -3.497 3.912 1.733  0.00
17 H -4.675 2.636 2.117  0.00
18 H -4.837 2.936 -1.353  0.00
19 H -3.276 2.181 -1.766  0.00
20 H -3.319 3.849 -1.177  0.00
21 H -3.384 0.646 2.452  0.00
22 H -2.322 2.057 2.591  0.00
23 H -2.048 -0.894 3.702  0.00
24 H -0.424 -1.222 3.053  0.00
25 H -1.498 -2.919 4.194  0.00
26 H -0.526 -4.122 3.352  0.00
27 H -2.208 -4.487 3.836  0.00
28 H -2.141 -3.835 0.188  0.00
29 H -3.328 -4.620 1.260  0.00
30 H -1.614 -5.090 1.330  0.00
31 C 2.639 -3.383 -0.691  0.00
32 C 2.761 -2.306 0.389  0.00
33 C 3.931 -2.575 1.319  0.00
34 O 3.022 -1.032 -0.195  0.00
35 C 1.425 -2.285 1.159  0.01
36 O 1.273 -2.799 2.263  0.01
37 O 0.469 -1.774 0.467  0.03
38 H 3.567 -3.417 -1.264  0.00
39 H 1.807 -3.156 -1.361  0.00
40 H 2.464 -4.363 -0.242  0.00
41 H 4.845 -2.690 0.737  0.00
42 H 3.764 -3.477 1.904  0.00
43 H 4.062 -1.738 2.004  0.00
44 H 2.260 -0.727 -0.725  0.00
45 F 1.202 9.006 1.799  0.00
46 C 1.135 7.674 1.582  0.00
47 C -0.080 7.114 1.259  0.00
48 C -0.125 5.742 1.036  0.00
49 C 1.009 4.945 1.136  0.01
50 C 2.218 5.563 1.460  0.00
51 C 2.294 6.926 1.689  0.00
52 Sb 0.855 2.854 0.673  0.02
53 C 1.604 2.113 2.526  0.00
54 C 1.617 2.865 3.695  0.00
55 C 1.933 2.289 4.920  0.00
56 C 2.232 0.943 4.952  0.00
57 F 2.531 0.369 6.140  0.00
58 C 2.238 0.157 3.816  0.00
59 C 1.918 0.753 2.607  0.00
60 C 2.660 2.814 -0.444  0.00
61 C 2.712 3.535 -1.634  0.00
62 C 3.855 3.547 -2.418  0.00
63 C 4.942 2.813 -1.989  0.00
64 F 6.061 2.813 -2.751  0.00
65 C 4.933 2.081 -0.822  0.00
66 C 3.778 2.090 -0.051  0.00
67 H -0.956 7.741 1.180  0.00
68 H -1.079 5.296 0.773  0.00
69 H 3.124 4.973 1.531  0.00
70 H 3.225 7.415 1.940  0.00
71 H 1.382 3.923 3.669  0.00
72 H 1.950 2.863 5.836  0.00
73 H 2.476 -0.897 3.882  0.00
74 H 1.928 0.141 1.710  0.00
75 H 1.855 4.111 -1.968  0.00
76 H 3.911 4.104 -3.342  0.00
77 H 5.807 1.517 -0.533  0.00
78 H 3.759 1.501 0.856  0.00
79 C -2.092 -5.492 -4.111  0.00
80 N -1.525 -4.987 -2.877  0.00
81 C -0.288 -5.619 -2.463  0.00
82 C -1.726 -3.689 -2.463  0.00
83 O -0.844 -3.044 -1.917  0.02
84 N -2.990 -3.173 -2.684  0.00
85 C -4.183 -3.973 -2.504  0.00
86 C -3.181 -1.748 -2.504  0.01
87 H -1.299 -5.637 -4.852  0.00
88 H -2.806 -4.784 -4.519  0.00
89 H -2.594 -6.451 -3.961  0.00
90 H -0.460 -6.684 -2.300  0.00
91 H 0.065 -5.162 -1.542  0.00
92 H 0.494 -5.503 -3.221  0.00
93 H -3.928 -5.023 -2.405  0.00
94 H -4.871 -3.857 -3.346  0.00
95 H -4.709 -3.658 -1.595  0.00
96 H -2.212 -1.250 -2.521  0.01
97 H -3.656 -1.529 -1.542  0.00
98 H -3.800 -1.350 -3.312  0.00
99 C -0.146 1.585 -3.473  0.00
100 C 0.913 0.651 -2.898  0.01
101 C 0.987 -0.662 -3.662  0.00
102 O 0.662 0.441 -1.544  0.05
103 H 0.011 1.787 -4.536  0.00
104 H -0.148 2.537 -2.939  0.00
105 H -1.136 1.132 -3.356  0.00
106 H 1.892 1.151 -2.992  0.00
107 H 0.044 -1.211 -3.582  0.00
108 H 1.770 -1.299 -3.249  0.00
109 H 1.204 -0.491 -4.719  0.00

=====

Entry 3:
This record from the Open Molecules 2025 dataset describes a structure of composition C38H54N3O3PRb at a distorted geometry. The level of theory is the ωB97M-V functional and the def2-TZVPD basis.

Results
* total charge: -1
* DFT total energy: -60841.390 eV
* lowest unoccupied orbital energy: 2.10 eV
* HOMO-LUMO gap: 6.0 eV
* 2S+1: 1
* HOMO level: -3.93 eV
* energy above the lowest of the compared OMol25 structures with the same formula, charge and spin: 62.2 kJ/mol

Each line ends with the Löwdin charge.
CARTESIAN COORDINATES (ANGSTROEM)
1 Rb -0.991 -0.175 0.573  1.07
2 C -0.426 -1.284 -4.093  -0.10
3 N -0.850 -0.553 -2.918  -0.20
4 C -2.026 -1.183 -2.310  -0.24
5 C -1.743 -2.596 -1.794  -0.19
6 C -2.744 -3.084 -0.736  -0.23
7 N -2.493 -2.488 0.575  -0.05
8 C -3.501 -2.125 1.268  -0.14
9 C -3.507 -1.502 2.595  -0.15
10 C -4.770 -1.343 3.192  -0.09
11 C -4.964 -0.756 4.420  -0.14
12 C -3.827 -0.278 5.099  -0.12
13 C -2.575 -0.398 4.561  -0.03
14 C -2.333 -1.022 3.290  -0.44
15 O -1.152 -1.111 2.830  -0.31
16 C -1.119 0.852 -3.228  -0.21
17 C 0.127 1.733 -3.319  -0.16
18 C 0.904 1.869 -1.998  -0.25
19 N -0.036 1.976 -0.911  -0.07
20 C -0.276 3.100 -0.369  -0.13
21 C -1.374 3.327 0.576  -0.16
22 C -1.332 4.470 1.385  -0.09
23 C -2.296 4.759 2.324  -0.14
24 C -3.372 3.862 2.453  -0.12
25 C -3.486 2.760 1.647  -0.03
26 C -2.525 2.450 0.627  -0.46
27 O -2.700 1.462 -0.157  -0.28
28 H 0.440 -0.803 -4.549  0.08
29 H -1.227 -1.336 -4.854  0.09
30 H -0.134 -2.301 -3.832  0.08
31 H -2.878 -1.217 -3.016  0.13
32 H -2.343 -0.544 -1.489  0.05
33 H -0.736 -2.612 -1.371  0.08
34 H -1.752 -3.310 -2.623  0.10
35 H -2.630 -4.170 -0.641  0.10
36 H -3.775 -2.904 -1.079  0.11
37 H -4.510 -2.279 0.851  0.12
38 H -5.631 -1.705 2.636  0.10
39 H -5.956 -0.652 4.839  0.08
40 H -3.945 0.209 6.062  0.09
41 H -1.702 -0.012 5.073  0.10
42 H -1.759 1.249 -2.438  0.10
43 H -1.683 0.928 -4.176  0.12
44 H -0.221 2.728 -3.620  0.11
45 H 0.808 1.391 -4.105  0.10
46 H 1.583 2.736 -2.067  0.09
47 H 1.516 0.979 -1.838  0.08
48 H 0.354 3.977 -0.604  0.12
49 H -0.481 5.139 1.267  0.10
50 H -2.221 5.640 2.948  0.08
51 H -4.133 4.045 3.205  0.09
52 H -4.317 2.071 1.752  0.11
53 C 0.260 -5.264 0.425  -0.02
54 C 0.596 -3.886 0.941  -0.48
55 C 0.494 -3.645 2.418  0.00
56 O 0.896 -3.000 0.169  0.02
57 H -0.697 -5.593 0.837  0.09
58 H 1.017 -5.973 0.774  0.08
59 H 0.228 -5.259 -0.662  0.08
60 H 0.485 -4.577 2.985  0.08
61 H -0.427 -3.077 2.591  0.07
62 H 1.298 -2.992 2.754  0.07
63 C 4.117 -2.534 -0.820  -0.10
64 C 4.762 -1.197 -1.199  -0.70
65 C 4.233 -0.788 -2.582  -0.11
66 C 6.280 -1.350 -1.308  -0.10
67 P 4.100 0.124 -0.051  1.16
68 C 5.253 1.518 -0.383  -0.36
69 C 4.705 2.619 -1.041  -0.09
70 C 5.477 3.734 -1.355  -0.08
71 C 6.815 3.772 -0.998  -0.10
72 C 7.380 2.688 -0.334  -0.09
73 C 6.607 1.576 -0.038  -0.11
74 C 4.375 -0.329 1.747  -0.70
75 C 5.641 -1.083 2.154  -0.09
76 C 4.306 0.991 2.526  -0.10
77 C 3.154 -1.168 2.151  -0.12
78 H 4.313 -3.258 -1.619  0.09
79 H 3.034 -2.456 -0.700  0.06
80 H 4.530 -2.945 0.102  0.07
81 H 4.565 -1.520 -3.327  0.08
82 H 4.611 0.191 -2.886  0.07
83 H 3.142 -0.752 -2.599  0.07
84 H 6.507 -2.159 -2.012  0.08
85 H 6.752 -1.601 -0.360  0.06
86 H 6.751 -0.443 -1.691  0.07
87 H 3.653 2.604 -1.302  0.07
88 H 5.023 4.573 -1.868  0.10
89 H 7.419 4.640 -1.233  0.10
90 H 8.425 2.708 -0.049  0.10
91 H 7.072 0.738 0.466  0.09
92 H 6.540 -0.473 2.052  0.06
93 H 5.783 -2.002 1.588  0.06
94 H 5.562 -1.364 3.210  0.08
95 H 5.163 1.636 2.331  0.07
96 H 4.281 0.767 3.597  0.09
97 H 3.398 1.550 2.286  0.09
98 H 3.179 -2.169 1.721  0.06
99 H 2.229 -0.705 1.816  0.07
100 H 3.121 -1.266 3.242  0.09

=====

Question: Which formula does entry 2 have?
Answer: C38H54F3N4O8SbV